{
  "formula": "C29H54N6O6S",
  "method": "ωB97M-V/def2-TZVPD",
  "total_energy_ha": -2315.35530,
  "e_above_lowest_kcal_mol": 63.4,
  "fmax_ev_per_a": 5.4,
  "homo_lumo_gap_ev": 8.51,
  "total_charge": 0,
  "homo_ev": -8.5,
  "symbols": ["C", "C", "N", "H", "H", "H", "C", "C", "N", "H", "H", "H", "C", "C", "N", "H", "H", "H", "C", "C", "N", "H", "H", "H", "C", "C", "N", "H", "H", "H", "C", "C", "N", "H", "H", "H", "C", "S", "O", "C", "H", "H", "H", "H", "H", "H", "C", "C", "O", "C", "H", "H", "H", "H", "H", "H", "C", "C", "O", "C", "H", "H", "H", "H", "H", "H", "C", "C", "O", "C", "H", "H", "H", "H", "H", "H", "C", "C", "O", "C", "H", "H", "H", "H", "H", "H", "C", "C", "O", "C", "H", "H", "H", "H", "H", "H"],
  "xyz": [[-2.3015, 2.6534, -5.0568], [-0.8532, 2.7291, -5.0640], [0.2905, 2.7823, -5.1270], [-2.4996, 3.7029, -5.2746], [-2.7022, 2.3067, -4.1042], [-2.6234, 1.9718, -5.8441], [1.2071, 3.0557, 3.7757], [0.3931, 1.8723, 3.5479], [-0.1659, 0.9067, 3.3448], [0.8704, 3.7512, 4.5445], [1.2562, 3.7888, 2.9705], [2.2416, 2.7381, 3.9065], [3.0674, 3.0977, -3.2502], [4.4177, 2.5577, -3.5451], [5.4874, 2.2706, -3.8535], [2.9403, 3.4972, -2.2440], [2.4509, 2.2155, -3.4225], [2.7915, 3.8794, -3.9579], [-4.9832, 3.7748, -0.9753], [-3.6223, 3.2564, -1.2007], [-2.5347, 2.9027, -1.3760], [-5.4486, 3.1647, -0.2011], [-5.6862, 3.6942, -1.8044], [-5.0109, 4.8444, -0.7674], [-0.0542, 4.5334, -0.6440], [1.2607, 4.8817, -0.1287], [2.2903, 5.2371, 0.2350], [-0.5171, 3.8749, 0.0909], [-0.0191, 3.8737, -1.5109], [-0.6335, 5.3553, -1.0647], [4.5560, -1.4777, -4.3701], [3.4571, -0.8208, -3.6298], [2.6441, -0.3161, -3.0230], [5.4028, -1.3211, -3.7018], [4.7603, -1.0098, -5.3331], [4.4003, -2.5388, -4.5644], [7.0004, 0.8985, -0.7842], [6.0390, 0.3265, 0.6632], [5.9939, 1.6203, 1.4834], [4.4078, 0.0922, -0.2054], [6.9320, 0.3032, -1.6948], [8.0326, 1.0204, -0.4559], [6.5918, 1.8651, -1.0787], [4.2399, -0.9581, -0.4440], [4.3667, 0.6096, -1.1639], [3.5354, 0.4275, 0.3554], [4.1132, -6.1563, 0.9613], [3.5900, -4.8185, 0.5411], [4.2584, -3.9457, 0.0152], [2.2158, -4.2658, 1.0070], [3.7556, -6.8347, 0.1867], [3.9183, -6.4695, 1.9869], [5.2010, -6.1421, 1.0287], [1.5215, -5.0645, 0.7459], [1.9413, -3.3676, 0.4538], [2.0826, -4.0850, 2.0736], [-5.5352, -0.9475, -1.1344], [-6.1628, -2.2331, -0.5280], [-6.7942, -3.0752, -1.2765], [-5.8647, -2.5689, 0.9457], [-5.9418, -0.9265, -2.1455], [-4.4501, -1.0386, -1.1848], [-5.8339, -0.0531, -0.5876], [-4.8397, -2.5603, 1.3163], [-6.3955, -3.4027, 1.4052], [-6.4624, -1.7971, 1.4305], [-1.6272, -2.5979, 2.7303], [-1.0851, -3.8733, 3.2118], [-0.7213, -4.6086, 2.3004], [-1.0622, -4.2936, 4.6809], [-0.9471, -1.7797, 2.9671], [-2.6009, -2.4892, 3.2080], [-1.8062, -2.7643, 1.6680], [-2.0117, -4.1990, 5.2077], [-0.3676, -3.6456, 5.2155], [-0.8647, -5.3650, 4.7166], [0.2240, -0.1003, 0.0299], [-0.8343, -0.1217, -1.1156], [-1.9607, -0.5621, -0.9213], [-0.4379, 0.6546, -2.3009], [-0.1775, -0.1789, 1.0402], [0.7640, 0.8444, -0.0349], [0.9745, -0.8894, -0.0181], [-1.3337, 1.0601, -2.7713], [0.0501, 0.0521, -3.0671], [0.3195, 1.4153, -2.1122], [-3.0758, 0.7066, 2.1437], [-3.7483, 0.1487, 3.3290], [-4.6243, -0.6600, 3.0584], [-3.1460, 0.5253, 4.6752], [-2.4508, -0.0809, 1.7226], [-2.3817, 1.4823, 2.4671], [-3.7836, 1.1561, 1.4471], [-3.2962, 1.5961, 4.8129], [-2.1324, 0.2771, 4.9899], [-3.8421, 0.1516, 5.4261]],
  "forces_ev_per_angstrom": [[0.49, 0.29, -0.19], [0.51, -0.87, 0.20], [0.14, 0.16, 0.08], [-1.16, -0.14, 0.01], [0.11, 0.31, 0.00], [-0.11, 0.28, -0.07], [0.55, 0.96, -0.21], [0.94, 1.93, 0.16], [-0.80, -1.52, -0.16], [-0.08, -0.80, 0.68], [-0.25, -0.63, -0.82], [-0.06, 0.07, 0.39], [0.41, -0.88, -0.40], [-0.15, 1.38, 0.18], [-0.16, -0.42, 0.14], [0.34, -0.28, 0.06], [-0.60, 0.32, 0.20], [0.17, -0.20, -0.12], [-0.38, -0.31, -0.04], [0.41, 0.24, -0.52], [-1.23, 0.33, 0.22], [0.10, 0.36, 0.34], [0.56, -0.43, -0.50], [0.40, -0.17, 0.51], [0.06, -1.12, -0.46], [0.00, 0.60, -0.62], [0.00, -0.20, 0.18], [-0.64, 0.60, 0.08], [0.67, -0.18, -0.08], [-0.05, 0.25, 0.91], [-0.09, 0.46, 0.46], [1.48, -1.38, -1.77], [-1.35, 0.87, 1.01], [0.34, -0.29, -0.31], [-0.14, 0.28, 0.21], [-0.22, 0.09, 0.39], [-0.34, 0.05, -0.25], [-0.47, 1.92, 0.02], [-0.28, -1.70, -0.73], [0.11, 0.03, -0.50], [0.07, -0.51, 0.29], [-0.11, -0.11, -0.01], [-0.04, 0.12, 0.37], [0.32, -0.21, 0.25], [0.30, 0.27, 0.09], [0.43, 0.12, 0.51], [0.67, -0.01, -0.12], [-0.48, 3.79, 2.10], [0.85, -1.24, -0.74], [-0.24, -1.89, -0.80], [0.15, -0.59, 0.39], [-1.18, 0.03, -0.21], [0.12, 0.18, -0.93], [-0.64, 0.16, 0.21], [0.32, -0.13, -0.01], [0.46, -0.21, 0.04], [-1.18, -1.26, -0.01], [-0.55, -4.05, -2.31], [2.26, 3.84, 2.98], [-1.61, 0.69, -0.09], [0.13, 0.27, -0.03], [0.03, 0.03, 0.24], [0.14, -0.04, 0.12], [-0.08, 0.45, -0.46], [0.21, -0.75, -1.00], [0.64, 0.77, 0.49], [-0.89, 0.39, 0.48], [0.15, -1.49, -1.27], [0.35, -0.61, 1.45], [-0.27, -0.09, -0.58], [-0.25, 0.29, -0.09], [-0.06, 0.64, 0.16], [0.28, 0.57, 0.01], [-0.28, 0.46, -0.37], [0.29, -0.34, 0.10], [0.67, 0.21, 0.11], [-0.22, -0.11, -0.20], [-0.29, 0.06, 2.55], [1.16, 0.15, -0.57], [-0.06, 0.12, -1.63], [-0.49, 0.01, -0.24], [0.09, 0.00, 0.01], [0.00, -0.13, -0.50], [0.14, 0.14, 0.15], [0.00, -0.44, 0.11], [-0.31, 0.10, 0.26], [1.11, 1.65, 0.06], [0.63, -1.38, -1.26], [-0.01, 0.55, 1.95], [-2.25, 0.00, 1.13], [-0.31, 0.00, -0.42], [0.05, 0.14, -0.27], [0.04, -0.47, -0.22], [0.41, 0.32, -0.36], [-0.01, -0.20, -0.87], [0.14, -0.49, 0.22]],
  "mulliken_charge": [-0.7715, 0.4523, -0.4008, 0.3011, 0.1537, 0.2928, -0.9533, 0.5283, -0.3099, 0.3244, 0.1504, 0.2927, 0.0280, 0.0869, -0.4771, 0.1099, -0.1564, 0.4162, -1.0124, 0.3440, -0.1533, 0.2709, 0.3196, 0.3191, -0.1607, 0.1217, -0.4311, 0.0906, -0.0047, 0.3890, -0.9050, 0.3166, -0.1870, 0.1750, 0.3115, 0.3490, -0.8337, 0.4507, -0.6507, -0.2314, 0.2446, 0.3745, 0.2716, 0.2534, -0.1393, 0.2174, -1.1744, 0.6085, -0.5528, -0.5283, 0.2828, 0.3409, 0.3473, 0.3511, 0.0369, 0.2822, -0.5110, 0.6378, -0.6108, -0.7608, 0.3294, 0.0315, 0.2358, 0.0120, 0.4005, 0.3194, -0.0473, 0.4855, -0.5670, -1.2847, 0.0080, 0.1458, 0.2219, 0.3538, 0.3132, 0.3551, -0.0490, 0.6059, -0.6251, -0.4145, -0.3071, 0.1788, 0.0310, -0.0755, 0.5247, -0.0225, 0.3371, 0.5789, -0.5656, -1.4336, -0.4170, 0.1140, 0.1834, 0.4160, 0.2667, 0.4341]
}